Computed, not measured: a single C3H4OS molecule in a non-equilibrium geometry, with ωB97M-V with the def2-TZVPD basis set.

Values from the calculation:
ΔE to the lowest compared entry with this formula, charge and spin   99.8 kJ/mol
Net charge   0
Frontier orbital gap   10.2 eV
SMILES   C=CSC=O
Electronic energy   -16057.075 eV

```
9
C3H4OS, DFT ωB97M-V with the def2-TZVPD basis set
C -1.375 -1.012 0.219
C -0.084 -0.735 0.448
C 1.134 1.316 -0.439
H -2.109 -0.325 0.458
H -1.676 -1.887 -0.332
H 0.843 -1.219 0.173
H 1.438 2.391 -0.256
O 1.512 0.622 -1.330
S 0.316 0.849 1.059
```

***

Computed, not measured: a single C3H4OS molecule in a non-equilibrium geometry, with ωB97M-V with the def2-TZVPD basis set.

Values from the calculation:
ΔE to the lowest compared entry with this formula, charge and spin   218.4 kJ/mol
Net charge   0
Frontier orbital gap   7.9 eV
SMILES   C=C(O)C=S
Electronic energy   -16055.846 eV

```
9
C3H4OS, DFT ωB97M-V with the def2-TZVPD basis set
C 0.180 0.103 0.190
C -0.066 0.841 1.330
C -0.770 -0.310 -1.167
O 1.242 -0.730 0.194
S -0.095 -1.355 -2.251
H 0.588 0.750 2.203
H -0.824 1.744 1.317
H -1.732 -0.020 -1.043
H 1.478 -1.023 -0.773
```

***

Computed, not measured: a single C3H4OS molecule in a non-equilibrium geometry, with ωB97M-V with the def2-TZVPD basis set.

Values from the calculation:
ΔE to the lowest compared entry with this formula, charge and spin   318.0 kJ/mol
Net charge   0
Frontier orbital gap   9.0 eV
SMILES   C1=CSCO1
Electronic energy   -16054.814 eV

```
9
C3H4OS, DFT ωB97M-V with the def2-TZVPD basis set
C 0.495 1.138 -0.001
C 0.162 -1.290 -0.174
C -1.028 -0.756 -0.143
H 0.630 2.345 -0.546
H 0.525 1.391 1.035
H 0.646 -2.304 0.487
H -2.023 -0.986 -0.141
O -0.987 0.668 -0.279
S 1.581 -0.205 -0.238
```

***

Computed, not measured: 2 unconnected molecules or ions with the total composition C3H4OS in a non-equilibrium geometry, with ωB97M-V with the def2-TZVPD basis set.

Values from the calculation:
ΔE to the lowest compared entry with this formula, charge and spin   204.4 kJ/mol
Net charge   0
Frontier orbital gap (spin up / spin down)   8.6 / 7.7 eV
2S+1   3
Electronic energy   -16053.157 eV

```
9
C3H4OS, DFT ωB97M-V with the def2-TZVPD basis set
C -2.250 0.680 -0.470
C -0.892 0.648 -0.282
C 0.162 -0.205 0.294
O -3.339 0.407 -0.802
S -1.461 2.221 0.294
H -0.499 0.957 -2.284
H 0.107 -0.130 1.385
H 1.145 0.142 -0.013
H 0.036 -1.247 -0.004
```